Entry 1:
14
Properties=species:S:1:pos:R:3 method="wB97M-V/def2-TZVPD" relative_energy_kcal_mol=138.0
H 2.084 1.123 1.354
H 2.006 -1.884 0.734
C -1.710 0.228 -0.005
H -1.658 2.318 -0.433
C 0.367 -0.407 0.076
O -3.092 0.077 0.074
C -1.030 1.359 -0.139
H 1.595 -1.874 -1.038
H 2.405 -0.643 -0.210
C 1.529 -1.237 -0.100
O 1.401 1.771 -0.096
C 0.317 0.926 -0.089
H -3.330 -0.799 -0.026
O -0.882 -0.958 -0.102


Entry 2:
14
Properties=species:S:1:pos:R:3 method="wB97M-V/def2-TZVPD" relative_energy_kcal_mol=114.3 smiles="O=C1[C@H]2CO[C@@H]1CO2"
C 0.380 -1.448 0.336
H -0.884 -0.748 1.939
H 1.255 -1.960 0.897
C -0.441 -0.337 0.871
C 0.487 0.502 -0.863
C 0.948 1.237 0.346
O -1.988 0.168 -1.066
H 1.076 0.917 -1.815
H -0.453 -2.150 -0.124
C -0.970 0.071 -0.343
H 0.952 2.482 0.145
H 1.964 0.914 0.490
O 1.135 -0.983 -0.770
O 0.061 0.864 1.385


Entry 3:
14
Properties=species:S:1:pos:R:3 method="wB97M-V/def2-TZVPD" relative_energy_kcal_mol=75.6
C 0.116 0.570 0.964
H -2.005 -0.372 -1.267
H 1.968 0.964 0.002
H -1.815 -0.605 1.486
O -0.684 -1.561 -0.066
O -0.282 1.605 0.056
C 1.182 0.227 -0.049
H 0.151 0.990 -2.027
C 0.019 0.662 -0.979
H 0.210 0.868 2.010
O 1.946 -0.914 -0.003
H 1.311 -1.622 -0.192
C -1.023 -0.448 0.755
C -1.094 -0.364 -0.690


Entry 4:
14
Properties=species:S:1:pos:R:3 method="wB97M-V/def2-TZVPD" relative_energy_kcal_mol=114.5
C 0.321 1.429 -0.130
H 1.430 -1.396 -1.676
O 1.241 0.561 -0.660
H 0.843 1.938 0.907
H -1.387 1.203 1.366
H -0.141 2.169 -0.904
C -0.136 -1.160 0.122
H 1.937 -1.500 0.273
C -1.521 -0.196 -0.147
C -0.803 0.606 0.628
O -0.084 -0.372 1.365
C 1.158 -0.881 -0.565
O -2.517 -0.115 -0.830
H -0.342 -2.286 0.250


Entry 5:
14
Properties=species:S:1:pos:R:3 method="wB97M-V/def2-TZVPD" relative_energy_kcal_mol=77.6 smiles="C=COC(=O)OC=C"
H -3.233 -1.429 0.053
H 2.509 1.720 0.390
H 3.904 0.616 0.212
C 2.797 0.613 0.248
C -2.779 0.668 -0.141
C -2.412 -0.561 0.193
O 0.960 -1.264 -0.329
H -3.768 1.008 0.029
H -2.217 1.440 -0.404
C -0.008 -0.369 -0.177
O -1.182 -1.092 0.275
H 2.966 -1.590 -0.130
C 2.326 -0.593 -0.029
O 0.137 0.833 -0.189


Entry 6:
14
Properties=species:S:1:pos:R:3 method="wB97M-V/def2-TZVPD" relative_energy_kcal_mol=60.7 smiles="C[C@@H]1O[C@@H]1C(O)=C=O"
H -0.743 1.685 1.342
C 0.053 -0.292 -1.145
C -1.062 0.412 -0.344
C 1.745 0.398 0.375
H -1.673 1.066 -0.964
O 2.152 1.314 0.977
H -0.613 -0.056 1.700
H 1.217 -2.459 -0.591
O -1.110 -0.938 -0.725
C 1.322 -0.553 -0.423
H -2.193 0.695 1.441
C -1.149 0.698 1.129
H 0.136 -0.174 -2.225
O 1.918 -1.796 -0.546


no.,orbital gap (eV)
1,5.9423
2,10.0071
3,10.7241
4,10.1787
5,10.1971
6,9.1675